Here is a 2-piece molecular cluster, C50H62FN3O4S2 overall at a distorted geometry from OMol25. Energies are from wB97M-V/def2-TZVPD.

Its largest force on an atom is 3.133 eV/A. The value obtained for the relative energy (zero: lowest compared OMol25 entry of this formula, charge and spin) is 0.0 kJ/mol. The value obtained for the frontier orbital gap is 0.228 hartree. The lowest unoccupied orbital energy comes out at -0.34 eV. The value obtained for the HOMO energy is -6.6 eV.

Structure (XYZ):
```
122
Properties=species:S:1:pos:R:3:forces:R:3:lowdin_charge:R:1
C -3.595062 4.408186 12.051994 -0.5 -0.1 0.0 -0.05
C -2.345478 4.035814 12.833173 0.0 -0.1 -0.7 -0.53
C -1.372540 5.208051 12.664262 0.2 0.1 0.0 -0.07
C -2.620683 3.943794 14.328666 0.0 -0.3 0.2 -0.04
C -1.733264 2.711363 12.290105 -0.2 0.3 0.0 -0.08
C -0.646512 2.824636 11.415846 0.2 0.0 0.4 -0.02
C 0.322485 1.827552 11.396004 -0.2 -0.1 0.3 -0.05
C 0.069243 0.652733 12.086510 0.2 0.1 -0.3 -0.05
C -1.233577 0.325688 12.478630 -0.3 -0.1 0.2 -0.07
C -1.495760 -1.199390 12.659091 0.2 0.3 0.2 -0.52
C -2.916456 -1.606729 12.322526 -0.4 -0.1 0.2 -0.06
C -1.134094 -1.602213 14.092973 0.1 -0.1 0.2 -0.04
C -0.639350 -2.034114 11.694336 0.3 -0.1 -0.2 -0.06
C -2.152025 1.396690 12.664283 0.2 -0.2 -0.3 -0.08
N -3.509367 1.170446 13.122487 0.3 -0.1 0.6 0.00
C -3.865226 0.656289 14.445144 0.9 0.3 0.3 -0.12
C -5.308444 0.254620 14.299306 -0.9 -0.4 -0.1 -0.10
N -5.746651 0.882865 13.047261 -0.4 0.4 0.2 0.00
C -7.178978 1.011206 12.780024 -0.3 -0.4 0.4 -0.06
C -7.947552 1.989641 13.508079 0.2 -0.1 0.2 -0.07
C -7.462918 3.045504 14.561407 -0.2 -0.3 -0.3 -0.52
C -8.320956 4.322558 14.516075 -0.2 0.2 -0.1 -0.07
C -6.043036 3.527276 14.365690 0.5 0.0 0.2 -0.05
C -7.663416 2.457465 15.963304 0.0 -0.1 0.2 -0.04
C -9.334764 1.983049 13.378262 -0.3 0.1 -0.3 -0.05
C -9.985501 1.188742 12.452144 0.2 -0.1 -0.1 -0.06
C -9.248524 0.242847 11.765631 -0.3 0.2 0.1 -0.05
C -7.875598 0.062572 11.969952 0.1 -0.2 0.2 -0.07
C -7.376364 -1.302679 11.393296 0.0 0.5 -0.2 -0.52
C -8.016346 -1.570066 10.023833 -0.2 -0.1 -0.2 -0.05
C -7.814830 -2.401547 12.367715 -0.1 0.0 0.2 -0.04
C -5.888841 -1.413138 11.180351 0.5 -0.2 0.0 -0.06
C -4.629642 1.247814 12.311059 0.6 0.1 -2.4 -0.25
C -4.468674 1.499349 10.947374 -0.3 -0.1 1.8 -0.05
C -5.552297 1.876646 10.078758 -0.5 0.1 -0.6 -0.24
C -6.611963 2.721912 10.509180 0.5 -0.5 -0.3 -0.04
C -7.771447 2.815269 9.753779 0.0 0.0 -0.4 -0.09
C -7.848083 2.200074 8.497099 0.0 0.1 0.1 -0.11
C -6.739024 1.514443 7.987253 0.1 0.2 0.0 -0.11
C -5.589321 1.363605 8.757857 -0.4 0.3 0.4 -0.06
H -4.342864 3.616786 12.128950 0.1 0.4 -0.1 0.04
H -4.017296 5.346326 12.436125 0.1 -0.1 -0.1 0.09
H -3.358342 4.528933 10.988007 -0.1 0.0 0.1 0.10
H -0.405885 4.992145 13.132999 -0.1 0.1 -0.1 0.09
H -1.221872 5.456949 11.608509 0.1 0.0 0.2 0.08
H -1.798668 6.091275 13.157196 0.1 -0.2 -0.1 0.09
H -1.680302 3.773099 14.866130 -0.1 0.1 0.0 0.10
H -3.063382 4.885485 14.676195 0.1 -0.2 0.0 0.09
H -3.302824 3.132074 14.568568 0.1 0.2 0.0 0.03
H -0.470722 3.731994 10.833789 0.0 -0.2 0.5 0.12
H 1.265847 1.983282 10.883472 -0.3 0.0 0.2 0.07
H 0.885778 -0.045438 12.268233 -0.3 0.0 -0.3 0.10
H -3.191008 -1.273978 11.316722 -0.1 0.1 0.2 0.10
H -3.008300 -2.702008 12.351861 0.1 0.2 0.0 0.10
H -3.622127 -1.216537 13.051799 0.0 -0.1 -0.3 0.05
H -0.044779 -1.613520 14.221656 -0.2 0.0 0.0 0.09
H -1.540737 -0.903651 14.830655 0.1 -0.2 -0.1 0.07
H -1.524011 -2.605458 14.307991 0.1 0.1 0.0 0.09
H 0.429079 -2.008808 11.931703 -0.2 0.1 -0.1 0.04
H -0.950440 -3.086529 11.746560 0.1 0.2 0.0 0.09
H -0.776815 -1.698214 10.658860 0.1 0.0 0.2 0.10
H -3.215592 -0.175638 14.736300 -0.3 0.1 0.0 0.10
H -3.756435 1.425056 15.225355 0.1 -0.1 -0.2 0.11
H -5.423305 -0.840132 14.226055 0.0 0.2 0.0 0.12
H -5.925657 0.589127 15.138086 0.2 -0.1 -0.2 0.10
H -9.315246 4.175647 14.949758 0.1 0.1 -0.2 0.07
H -7.829796 5.097812 15.115219 0.0 -0.1 -0.1 0.09
H -8.422335 4.697380 13.491915 0.0 0.0 0.1 0.10
H -5.336828 2.702275 14.343297 0.0 0.3 0.0 0.05
H -5.943830 4.114749 13.446671 0.0 -0.2 0.1 0.08
H -5.765112 4.182346 15.204229 -0.1 -0.1 -0.2 0.10
H -7.190772 1.479976 16.090008 -0.1 0.2 0.1 0.07
H -7.250421 3.139300 16.716870 -0.1 -0.1 -0.1 0.09
H -8.735164 2.340347 16.157338 0.2 -0.1 0.0 0.09
H -9.949710 2.622250 14.009084 0.3 0.0 -0.3 0.10
H -11.056054 1.296369 12.276394 0.2 -0.1 0.2 0.11
H -9.800377 -0.421642 11.104113 0.3 0.2 0.2 0.10
H -7.956485 -0.676940 9.392442 -0.1 -0.2 0.0 0.08
H -7.481544 -2.381716 9.517226 -0.1 0.1 0.1 0.09
H -9.058250 -1.889344 10.120702 0.1 0.1 -0.2 0.07
H -7.377375 -2.233346 13.359379 -0.1 -0.1 -0.1 0.08
H -8.905968 -2.416506 12.464277 0.1 0.0 0.1 0.09
H -7.482810 -3.382086 12.002343 -0.1 0.2 0.1 0.09
H -5.352236 -1.304241 12.117598 0.0 0.0 -0.2 0.04
H -5.653348 -2.413581 10.785034 -0.1 0.2 0.1 0.10
H -5.527434 -0.668703 10.464904 0.0 -0.2 0.2 0.08
H -3.471294 1.352660 10.538764 -0.1 0.3 0.2 0.12
H -6.503752 3.294777 11.433463 -0.1 -0.4 -0.2 0.10
H -8.625470 3.376679 10.137204 0.2 -0.1 -0.1 0.10
H -8.758642 2.307951 7.902872 0.3 -0.1 0.2 0.10
H -6.771360 1.090856 6.982158 0.0 0.1 0.2 0.10
H -4.711935 0.825700 8.384785 -0.4 0.0 0.1 0.11
C -0.539562 1.377987 2.852246 0.2 0.1 0.2 -0.07
C 0.842742 1.235000 2.696042 -0.1 0.0 0.3 -0.06
C 1.700037 1.562062 3.746859 0.0 0.0 0.1 -0.05
C 1.156793 2.034426 4.942057 -0.3 -0.1 0.6 -0.27
S 2.266801 2.518268 6.278192 -0.2 0.4 -0.5 0.72
N 2.013242 1.205153 7.570945 -0.6 1.1 0.9 -0.14
F 0.809087 1.641635 8.396019 2.5 -0.7 -1.7 -0.14
S 3.441760 1.172717 8.752666 0.4 0.0 0.6 0.73
C 3.581975 -0.576477 9.169827 -0.4 0.0 0.0 -0.27
C 2.758304 -1.094671 10.164273 -0.1 -0.1 0.1 -0.05
C 2.947732 -2.408430 10.602422 0.1 0.1 -0.3 -0.06
C 3.928044 -3.207290 10.002051 0.0 0.3 0.0 -0.06
C 4.728643 -2.687362 8.979959 -0.2 0.2 0.0 -0.06
C 4.558567 -1.363169 8.557456 0.0 0.0 0.0 -0.05
O 4.650804 1.482850 8.043510 -1.0 0.0 0.0 -0.28
O 3.063028 1.938493 9.914467 0.1 -0.8 -1.1 -0.28
O 3.561863 2.319218 5.690383 -0.4 -0.1 1.0 -0.29
O 1.873142 3.765233 6.880330 0.1 -1.1 -0.4 -0.27
C -0.213627 2.183555 5.113276 -0.1 -0.1 -0.2 -0.06
C -1.064120 1.855456 4.057652 0.1 -0.1 0.0 -0.06
H -1.207186 1.108832 2.034429 0.1 0.1 0.2 0.11
H 1.267933 0.852879 1.767116 -0.2 0.1 0.2 0.11
H 2.775451 1.453912 3.647189 -0.2 0.0 0.0 0.11
H 1.973292 -0.466570 10.582262 0.2 -0.2 0.0 0.09
H 2.329555 -2.809989 11.405743 0.2 0.1 -0.3 0.10
H 4.065542 -4.237512 10.335878 0.0 0.3 -0.1 0.11
H 5.486374 -3.309560 8.499738 -0.2 0.2 0.2 0.11
H 5.172980 -0.940272 7.765339 -0.1 -0.1 0.2 0.12
H -0.598144 2.543960 6.061827 0.0 0.0 -0.1 0.12
H -2.140521 1.960235 4.185455 0.3 0.0 -0.1 0.11
```
Positions in Å, forces in eV/Å.